Entry 1:
Molecular formula: C40H59BrHfN4O7Si
Method: DFT, the ωB97M-V functional and the def2-TZVPD basis

Last column: Löwdin charge in e.
Positions of all 113 atoms, in Å:
Hf1 9.6694 11.7474 13.2763  1.715
C1 8.3308 9.9142 15.9212  -0.102
N1 8.8476 9.6042 14.5777  -0.237
C2 10.0551 8.8204 14.9339  -0.209
C3 11.0574 8.5195 13.8098  -0.162
C4 12.2452 9.4254 13.8518  -0.217
N2 11.9030 10.8108 13.5583  -0.020
C5 12.9018 11.6304 13.4410  -0.078
C6 12.8017 12.9762 12.9414  -0.173
C7 13.8891 13.8180 13.2588  -0.061
C8 14.0099 15.0740 12.7590  -0.092
C9 12.9814 15.5411 11.9333  -0.074
C10 11.8839 14.7716 11.6775  -0.005
C11 11.7610 13.4956 12.2371  -0.347
O1 10.7004 12.7785 11.8916  -0.235
C12 7.8849 8.7032 13.8742  -0.186
C13 6.5230 9.3026 13.6934  -0.175
C14 6.5602 10.5164 12.8188  -0.205
N3 7.2494 11.6629 13.4747  0.008
C15 6.4116 12.2943 14.2036  -0.082
C16 6.6497 13.4534 15.1363  -0.114
C17 5.4357 14.0474 15.4189  -0.056
C18 5.3660 15.0367 16.3900  -0.083
C19 6.5430 15.6481 16.8355  -0.072
C20 7.8018 15.0550 16.5496  -0.021
C21 7.8873 13.9515 15.6473  -0.038
O2 9.1674 13.7111 13.6192  -0.245
H1 7.9949 8.9707 16.3775  0.104
H2 7.4917 10.6819 15.8783  0.095
H3 9.1201 10.4211 16.4713  0.076
H4 9.8107 7.9017 15.4604  0.120
H5 10.5937 9.4112 15.6694  0.111
H6 10.5003 8.5892 12.8581  0.107
H7 11.3183 7.4908 13.8754  0.107
H8 12.8448 9.0647 13.0367  0.103
H9 12.8244 9.4080 14.7784  0.133
H10 13.9244 11.2910 13.6641  0.146
H11 14.7559 13.4864 13.8629  0.122
H12 14.9779 15.5716 13.0409  0.119
H13 12.9282 16.4163 11.2954  0.095
H14 11.1027 15.1189 11.0140  0.097
H15 7.8417 7.7720 14.4037  0.114
H16 8.2333 8.4987 12.8288  0.129
H17 6.1655 9.5759 14.6913  0.104
H18 5.8538 8.5436 13.3199  0.121
H19 5.5437 10.8440 12.5216  0.127
H20 7.1132 10.2628 11.9319  0.071
H21 5.3412 12.0318 14.1523  0.125
H22 4.5502 13.6105 14.9414  0.113
H23 4.4094 15.3210 16.8733  0.113
H24 6.5050 16.3647 17.6657  0.105
H25 8.7299 15.4613 16.9948  0.100
Br1 10.1488 17.9825 10.2727  0.726
C22 9.7403 17.8310 12.1276  -0.751
C23 10.7712 18.0618 13.0047  -0.147
C24 10.4691 17.9319 14.3175  -0.063
C25 9.1131 17.7330 14.7195  -0.064
C26 8.1797 17.5135 13.7174  -0.111
N4 8.4983 17.4639 12.3950  0.060
H26 11.7213 18.2189 12.5506  0.080
H27 11.2297 18.0741 15.1161  0.127
H28 8.8728 17.6662 15.7340  0.076
H29 7.1325 17.4126 13.9051  0.101
C27 10.3072 14.4932 15.5396  -0.016
C28 9.2289 13.5521 15.0414  -0.675
O3 9.6395 12.2027 15.2898  -0.288
H30 10.3899 14.5942 16.6589  0.102
H31 10.0917 15.4653 15.1331  0.048
H32 11.2454 14.1257 15.1087  0.085
C29 12.2377 9.5251 7.9175  -0.023
C30 12.1305 9.3288 9.3974  -0.645
C31 12.7559 10.5339 10.0285  -0.025
C32 12.8268 8.0120 9.8671  -0.007
O4 10.7872 9.1620 9.8267  -0.095
Si1 9.3758 9.9804 9.9950  0.112
O5 9.2344 10.6462 11.5136  -0.387
O6 9.4113 11.0974 8.8016  -0.095
C33 8.9761 12.4047 8.5858  -0.622
C34 10.2471 13.2482 8.6139  -0.023
C35 7.9642 13.0569 9.5232  -0.025
C36 8.2932 12.4966 7.1388  -0.020
O7 8.1372 8.8817 9.8453  -0.117
C37 7.2860 8.5361 8.7054  -0.607
C38 6.8790 7.1185 8.9336  -0.061
C39 8.1316 8.7284 7.4161  -0.010
C40 5.9991 9.3694 8.7411  -0.013
H33 13.2929 9.4543 7.5544  0.115
H34 11.8093 10.5354 7.7814  0.080
H35 11.5491 8.8892 7.4439  0.064
H36 13.8305 10.4573 9.8782  0.092
H37 12.6004 10.5455 11.1038  0.066
H38 12.4878 11.5044 9.6450  0.081
H39 13.8807 8.2086 10.1223  0.080
H40 12.7250 7.2490 9.0974  0.079
H41 12.3134 7.7200 10.8220  0.086
H42 10.6256 13.2741 9.6251  0.053
H43 9.9393 14.2172 8.1705  0.099
H44 10.9829 12.7841 7.9390  0.084
H45 8.3057 12.9960 10.5611  0.065
H46 7.0136 12.4910 9.4547  0.083
H47 7.7941 14.1063 9.2069  0.101
H48 9.0428 12.4993 6.3336  0.080
H49 7.6636 13.3831 6.9448  0.080
H50 7.6307 11.6032 7.0095  0.072
H51 7.7375 6.4222 8.9617  0.091
H52 6.3305 6.7748 8.0406  0.091
H53 6.3728 6.9172 9.9223  0.104
H54 9.1074 8.2405 7.4614  0.084
H55 8.3680 9.7432 7.3821  0.018
H56 7.5760 8.3117 6.5362  0.108
H57 5.5331 9.0833 9.6715  0.073
H58 5.3135 9.0312 7.9704  0.091
H59 6.1531 10.4223 8.8112  0.060

Forces on the atoms, in the same order (eV/Å):
-1.45 -0.69 -0.55
-1.51 1.43 -0.13
0.48 -0.81 0.17
1.02 0.22 -0.36
-2.09 0.51 0.21
0.18 -0.01 -0.57
0.11 1.16 -0.13
-1.15 -0.76 -0.14
1.97 -0.26 2.14
0.98 -0.46 0.19
1.33 0.84 0.46
-0.46 0.33 -1.07
-0.03 -0.06 0.34
-2.17 -0.09 -2.03
1.55 0.18 -0.17
0.95 0.48 -1.60
-0.02 0.27 1.44
-0.39 0.63 -0.89
-1.09 -0.78 0.35
1.31 1.28 0.16
0.59 -0.56 -1.21
-0.35 -0.23 1.08
-0.33 1.13 0.30
0.63 -1.66 1.23
-0.54 -0.34 -1.01
-1.10 0.86 0.18
-0.19 -0.56 1.36
-0.01 0.30 0.23
0.96 -1.22 0.10
-0.22 -0.29 0.16
-0.53 -0.29 0.03
0.03 0.19 0.13
0.53 0.27 0.02
0.66 -0.84 0.11
0.92 -0.03 -0.33
-0.16 -0.38 0.09
-0.28 -0.05 0.04
-0.82 -0.28 -0.31
-1.39 0.07 -0.69
0.88 0.57 0.58
-0.02 -0.02 0.08
-0.12 -0.71 0.47
0.25 0.08 0.91
-0.42 -0.01 -0.10
-0.23 -0.20 -0.38
0.41 -0.24 0.15
0.12 0.05 -0.50
0.44 -0.09 -0.01
0.16 0.37 0.54
0.59 0.06 -0.82
-0.09 -0.02 -0.59
-0.97 -0.21 -0.38
0.06 -0.08 -0.20
-1.44 -0.85 -1.03
-0.10 -0.32 -0.58
-0.69 0.46 2.48
1.41 -0.05 -2.33
0.71 0.04 -0.64
0.70 1.14 1.01
0.72 0.30 0.34
-0.51 -0.21 -0.76
-0.47 0.07 1.30
-0.44 -0.38 0.37
0.60 -0.13 0.73
0.74 -0.11 0.06
-0.36 0.76 -0.32
0.08 -0.48 -1.10
0.12 0.41 -0.15
-0.04 0.18 0.25
0.22 1.55 0.06
0.28 -0.77 0.82
1.09 0.03 1.20
-0.34 0.96 1.01
-0.82 -0.17 -0.22
0.09 0.68 1.89
0.12 -0.79 -0.78
-0.74 -0.73 0.35
-0.25 1.94 -1.88
-0.64 0.16 -1.40
-0.47 -0.98 0.48
0.16 -0.93 0.24
-0.16 0.65 -0.23
1.35 0.47 0.34
0.38 -2.03 0.15
-1.24 -2.02 0.17
0.46 -1.05 0.57
-1.00 0.02 0.18
0.53 -0.29 -0.54
-0.49 -1.28 -1.02
0.28 0.05 -0.03
-0.13 -0.01 0.13
-0.63 0.19 -0.31
-0.23 -0.27 -0.38
0.04 -0.16 0.21
0.47 -0.04 -0.94
0.13 0.36 0.17
0.68 -0.10 0.63
-0.11 0.20 0.22
-0.05 0.29 -0.09
0.21 0.41 0.10
0.14 -0.67 0.31
-0.06 -0.28 0.26
0.34 -0.21 0.59
0.51 0.74 0.03
0.05 0.55 -0.03
-0.43 0.05 0.63
0.05 0.54 -1.23
-0.20 -0.43 0.29
0.03 1.61 -0.79
0.47 0.73 0.56
-0.34 0.00 0.48
0.03 0.40 -0.38
0.17 0.82 -0.52

Computed properties:
Highest occupied orbital energy   -8.3 eV
LUMO   0.02 eV
Gap between HOMO and LUMO   0.3041 Ha

Entry 2:
Molecular formula: C8H16ClNiO6
Method: DFT, the ωB97M-V functional and the def2-TZVPD basis

Last column: natural (NBO) charge in e.
Positions of all 32 atoms, in Å:
Ni1 -4.8517 2.4859 2.8640  1.349
Cl1 -3.7294 1.3592 1.3519  -0.341
C1 3.8317 2.9975 -1.9690  -0.643
C2 3.1851 4.1206 -1.1861  -0.070
O1 1.9438 3.7475 -0.5437  -0.496
C3 0.9172 3.4502 -1.3312  0.984
O2 0.9345 3.2985 -2.5147  -0.625
O3 -0.1784 3.3986 -0.5588  -0.507
C4 -1.3448 2.9041 -1.1553  -0.266
H1 3.8069 2.0899 -1.3629  0.216
H2 4.8953 3.2352 -2.0459  0.222
H3 3.3873 2.8310 -2.9410  0.236
H4 3.0901 5.0544 -1.7449  0.191
H5 3.8082 4.3955 -0.3345  0.195
H6 -1.2799 1.8569 -1.4965  0.182
H7 -1.5377 3.3720 -2.1231  0.213
H8 -2.1612 2.8741 -0.4448  0.167
C5 -3.0055 -2.1319 -0.1241  -0.633
C6 -1.5574 -2.3227 0.3285  -0.068
O4 -1.5352 -3.4527 1.1986  -0.506
C7 -0.3263 -3.9261 1.5058  0.982
O5 0.7054 -3.5848 1.0053  -0.629
O6 -0.4838 -4.8217 2.4656  -0.489
C8 0.6715 -5.5564 2.8170  -0.263
H9 -3.2495 -1.0873 -0.2934  0.188
H10 -3.6916 -2.6182 0.5681  0.227
H11 -3.1019 -2.6852 -1.0584  0.224
H12 -1.1794 -1.4511 0.8650  0.168
H13 -0.9494 -2.5403 -0.5462  0.205
H14 1.4846 -4.9255 3.1839  0.193
H15 1.0443 -6.1398 1.9759  0.195
H16 0.4574 -6.2275 3.6447  0.201

Forces on the atoms, in the same order (eV/Å):
1.10 -1.08 -1.45
-1.11 1.05 1.51
0.37 0.11 0.60
0.46 0.10 0.34
-0.20 0.20 -0.12
0.28 0.47 0.32
-0.15 -0.17 -0.57
-0.02 -0.26 0.84
-0.24 -1.35 -1.64
-0.20 -0.09 -0.14
-0.06 0.06 -0.34
0.00 -0.03 -0.06
-0.48 -0.24 -0.26
0.00 -0.23 0.03
0.64 -0.03 0.43
-0.40 0.67 0.44
0.01 0.81 0.10
0.44 -0.80 -0.24
-0.46 0.09 -0.23
-0.34 0.05 0.19
-0.06 0.10 0.01
0.38 0.10 -0.16
-0.40 -0.32 0.34
1.19 -0.37 0.38
-0.08 0.03 -0.01
-0.04 0.35 0.21
-0.32 0.22 -0.10
0.20 -0.04 -0.04
0.33 0.24 0.16
-0.15 0.27 -0.31
-0.08 0.07 -0.06
-0.59 0.02 -0.16

Computed properties:
Charge   +1
Highest occupied orbital energy (spin up / spin down)   -12.7 / -12.7 eV
LUMO (spin up / spin down)   -7.96 / -9.62 eV
Gap between HOMO and LUMO (spin up / spin down)   0.1737 / 0.1129 Ha
Multiplicity   3

Entry 3:
Molecular formula: C3H7N2S
Method: DFT, the ωB97M-V functional and the def2-TZVPD basis

Last column: natural (NBO) charge in e.
Positions of all 13 atoms, in Å:
C1 0.5756 -0.0424 0.7063  0.112
C2 -0.3534 -0.3778 1.7838  -0.722
C3 -0.8933 0.0189 -1.3828  -0.436
N1 1.4839 0.7642 -0.9796  -0.611
N2 0.2883 0.1227 -0.5642  -0.095
S1 2.2241 0.4209 0.6527  0.723
H1 -0.0453 -1.2228 2.4119  0.292
H2 -0.5606 0.4340 2.5134  0.297
H3 -1.3517 -0.6690 1.3670  0.262
H4 -1.4920 0.8541 -1.0365  0.256
H5 -0.5598 0.2240 -2.3743  0.252
H6 -1.3078 -1.0358 -1.2724  0.261
H7 1.9920 0.5090 -1.8251  0.410

Forces on the atoms, in the same order (eV/Å):
-3.00 -0.44 -1.28
-1.55 -0.62 0.57
-0.21 -1.06 0.82
-0.45 0.62 -1.18
1.58 -0.21 1.23
3.30 0.50 2.17
0.35 0.13 -0.29
0.46 -0.07 -0.63
0.84 0.30 0.17
-0.87 -0.27 -0.20
-0.09 -0.10 -0.81
0.15 1.64 -0.18
-0.51 -0.43 -0.38

Computed properties:
Charge   +1
Highest occupied orbital energy (spin up / spin down)   -11.4 / -14.7 eV
LUMO (spin up / spin down)   -4.52 / -8.21 eV
Gap between HOMO and LUMO (spin up / spin down)   0.2514 / 0.2399 Ha
Multiplicity   3

Entry 4:
Molecular formula: C38H31BrN2O2Tl
Method: DFT, the ωB97M-V functional and the def2-TZVPD basis

Last column: Löwdin charge in e.
Positions of all 75 atoms, in Å:
Tl1 -0.9285 -0.1282 -0.3003  0.878
O1 -1.4591 0.4455 1.9461  -0.411
C1 -0.7543 0.7785 3.0475  -0.516
C2 0.7160 1.2466 2.6761  -0.048
C3 1.5954 0.1291 2.2145  -0.247
C4 2.5965 -0.3549 3.0534  -0.026
C5 3.4322 -1.3610 2.6054  -0.056
C6 3.2188 -1.8910 1.3491  -0.028
C7 2.1806 -1.3860 0.5687  -0.272
C8 1.8415 -2.0299 -0.7275  -0.085
C9 0.6581 -3.0977 -0.5173  -0.556
O2 -0.4584 -2.5380 -0.0141  -0.344
C10 0.3391 -3.7466 -1.8827  -0.147
C11 0.9056 -3.3917 -3.1006  -0.042
C12 0.4532 -3.9551 -4.2909  -0.103
C13 -0.5703 -4.8863 -4.2811  -0.120
C14 -1.1355 -5.2603 -3.0664  -0.091
C15 -0.6862 -4.6939 -1.8874  -0.024
C16 1.2363 -4.1766 0.4243  -0.156
C17 2.0840 -5.1890 -0.0142  -0.040
C18 2.6140 -6.1045 0.8868  -0.103
C19 2.3041 -6.0142 2.2369  -0.117
C20 1.4576 -5.0063 2.6797  -0.080
C21 0.9250 -4.0981 1.7771  -0.019
N1 1.4114 -0.3716 0.9857  0.128
C22 -1.4358 1.9779 3.7754  -0.117
C23 -0.8676 2.7271 4.8033  -0.049
C24 -1.5570 3.7797 5.3918  -0.102
C25 -2.8304 4.1163 4.9596  -0.120
C26 -3.4056 3.3879 3.9272  -0.094
C27 -2.7129 2.3357 3.3473  -0.029
C28 -0.6535 -0.4032 4.0433  -0.119
C29 0.0962 -0.3803 5.2169  -0.054
C30 0.1608 -1.4907 6.0469  -0.097
C31 -0.5260 -2.6506 5.7183  -0.115
C32 -1.2765 -2.6848 4.5522  -0.090
C33 -1.3371 -1.5719 3.7254  -0.014
H1 0.5871 1.9627 1.8684  0.096
H2 1.1909 1.7443 3.5217  0.100
H3 2.7182 0.0578 4.0454  0.104
H4 4.2360 -1.7309 3.2307  0.103
H5 3.8297 -2.7023 0.9752  0.115
H6 1.4615 -1.2863 -1.4305  0.085
H7 2.7132 -2.5403 -1.1403  0.115
H8 1.7068 -2.6652 -3.1477  0.097
H9 0.9041 -3.6568 -5.2308  0.091
H10 -0.9282 -5.3179 -5.2084  0.088
H11 -1.9375 -5.9892 -3.0434  0.094
H12 -1.1403 -4.9525 -0.9387  0.123
H13 2.3325 -5.2647 -1.0673  0.114
H14 3.2692 -6.8927 0.5325  0.090
H15 2.7141 -6.7333 2.9369  0.088
H16 1.2140 -4.9218 3.7330  0.093
H17 0.2513 -3.3109 2.0956  0.104
H18 0.1299 2.5151 5.1652  0.090
H19 -1.0942 4.3437 6.1937  0.093
H20 -3.3670 4.9358 5.4230  0.089
H21 -4.3985 3.6433 3.5750  0.094
H22 -3.1369 1.7564 2.5379  0.110
H23 0.6489 0.5050 5.5038  0.093
H24 0.7571 -1.4517 6.9516  0.092
H25 -0.4754 -3.5176 6.3666  0.090
H26 -1.8103 -3.5876 4.2788  0.101
H27 -1.8945 -1.5885 2.7981  0.114
Br1 0.5567 7.3663 -0.1723  0.711
C34 0.4070 5.4790 -0.3712  -0.684
C35 -0.5448 4.7814 0.3481  -0.093
C36 -0.6044 3.4064 0.1632  -0.152
N2 0.2145 2.7431 -0.6483  0.027
C37 1.1219 3.4341 -1.3246  -0.133
C38 1.2607 4.8130 -1.2316  -0.117
H28 -1.2229 5.2805 1.0258  0.105
H29 -1.3345 2.8040 0.7002  0.088
H30 1.7737 2.8640 -1.9785  0.112
H31 2.0040 5.3443 -1.8084  0.095

Forces on the atoms, in the same order (eV/Å):
-0.27 -0.42 0.05
0.04 0.02 -0.21
0.39 0.29 0.21
-0.46 -0.25 0.03
0.24 0.01 0.00
0.05 -0.03 -0.02
-0.03 0.01 -0.02
0.04 0.06 -0.02
0.09 -0.04 0.14
-0.54 -0.35 0.10
0.48 0.08 -0.25
-0.01 0.41 0.14
-0.11 0.09 0.02
0.04 -0.05 0.05
-0.02 -0.04 -0.07
0.04 -0.01 -0.06
-0.02 -0.02 0.09
-0.01 0.00 -0.04
-0.11 0.03 -0.04
0.06 0.05 0.09
0.05 -0.01 -0.05
0.02 -0.05 0.04
0.01 -0.01 0.02
-0.07 -0.02 -0.02
0.09 -0.06 0.12
-0.09 -0.05 -0.15
0.03 0.05 0.03
0.01 0.04 0.04
-0.04 0.01 0.00
0.03 0.05 0.06
0.00 -0.05 -0.03
-0.17 -0.07 -0.07
-0.02 -0.02 0.05
0.04 0.02 0.02
-0.03 -0.02 0.02
0.01 -0.03 0.05
0.04 0.00 -0.06
0.06 0.11 0.01
0.03 0.01 -0.03
-0.02 0.06 -0.01
-0.03 -0.03 0.02
-0.03 -0.02 -0.03
0.10 0.01 -0.05
0.06 0.10 -0.05
-0.03 0.01 0.02
0.00 0.01 0.01
0.01 0.00 0.00
0.00 0.00 0.00
-0.02 0.00 -0.01
-0.02 -0.01 -0.02
-0.01 0.00 0.00
0.01 0.02 0.00
-0.01 0.00 -0.01
0.01 0.00 -0.02
0.00 -0.04 -0.02
0.02 -0.01 -0.01
0.01 0.00 -0.01
0.00 -0.02 -0.01
0.01 -0.03 0.00
0.01 0.03 -0.03
-0.01 0.01 0.00
0.01 0.00 -0.01
0.00 0.00 -0.02
0.02 0.01 0.00
-0.03 -0.15 -0.02
0.02 0.06 0.03
-0.03 0.09 -0.03
-0.04 -0.02 -0.03
0.06 0.06 0.00
-0.02 0.12 0.02
0.00 0.04 0.00
0.01 -0.02 0.02
0.04 0.00 0.03
0.00 0.01 0.01
0.02 -0.02 0.01

Computed properties:
Charge   -1
Highest occupied orbital energy   -4.4 eV
LUMO   2.19 eV
Gap between HOMO and LUMO   0.2420 Ha

Entry 5:
Molecular formula: C4H5INS
Method: DFT, the ωB97M-V functional and the def2-TZVPD basis

Last column: natural (NBO) charge in e.
Positions of all 12 atoms, in Å:
C1 0.2290 -1.7994 -0.3586  0.218
C2 1.0815 -0.5342 1.4427  -0.427
C3 1.7179 -3.1517 1.2064  -0.582
C4 -0.2986 0.6048 -0.0659  -0.388
N1 0.2819 -0.7407 0.2981  -0.344
S1 1.6331 -1.9590 2.2528  0.783
I1 2.1389 -5.1498 0.9400  0.527
H1 -0.3974 -2.0415 -1.1348  0.213
H2 0.9322 0.4317 2.1149  0.288
H3 -0.6385 0.5665 -1.1185  0.241
H4 -1.1226 0.8017 0.4763  0.228
H5 0.5035 1.3216 0.2258  0.243

Forces on the atoms, in the same order (eV/Å):
2.57 -2.26 3.29
-0.29 0.04 2.51
-2.07 0.22 -2.35
2.49 -0.46 -2.43
0.82 1.99 1.20
0.30 1.53 -0.54
-0.30 1.47 0.29
-1.05 -0.42 -2.05
0.33 -2.48 -1.64
0.79 0.33 0.48
-2.79 0.35 2.28
-0.81 -0.31 -1.04

Computed properties:
Charge   +1
Highest occupied orbital energy (spin up / spin down)   -12.4 / -12.4 eV
LUMO (spin up / spin down)   -5.97 / -5.96 eV
Gap between HOMO and LUMO (spin up / spin down)   0.2382 / 0.2384 Ha